[1]
15
Properties=species:S:1:pos:R:3:lowdin_charge:R:1 method="wB97M-V/def2-TZVPD" lumo_energy_ev=0.894 homo_ev=-9.02 fmax_ev_per_a=3.77 smiles="CCN(C)C=O" gap_ha=0.3642
C 1.978 0.194 0.012 -0.079
C 0.630 -0.029 -0.674 -0.243
N -0.498 -0.107 0.240 -0.206
C -1.688 -1.146 -0.198 0.010
C -0.955 0.978 0.928 -0.356
O -0.562 2.108 0.760 0.046
H 2.776 0.230 -0.740 0.075
H 2.213 -0.616 0.711 0.076
H 1.979 1.142 0.555 0.070
H 0.656 -0.976 -1.232 0.114
H 0.412 0.779 -1.375 0.121
H -0.875 -1.412 0.597 0.110
H -1.665 -1.176 -1.306 0.065
H -2.658 -0.679 0.058 0.056
H -1.742 0.710 1.665 0.140


[2]
15
Properties=species:S:1:pos:R:3:lowdin_charge:R:1 method="wB97M-V/def2-TZVPD" lumo_energy_ev=0.736 homo_ev=-9.23 fmax_ev_per_a=1.20 smiles="C=CO.C=NC" gap_ha=0.3662
C 1.364 0.241 5.570 0.005
C 0.661 0.431 4.474 -0.280
O 1.255 0.831 3.296 -0.030
H 0.935 -0.142 6.484 0.049
H 2.409 0.504 5.668 0.060
H -0.395 0.235 4.341 0.105
H 0.826 0.414 2.544 0.090
C -0.087 -0.652 -3.764 -0.096
N -1.258 -0.241 -3.948 -0.092
C -1.864 -0.485 -5.243 -0.157
H 0.395 -0.475 -2.804 0.060
H 0.431 -1.353 -4.432 0.075
H -2.437 -1.409 -5.244 0.074
H -1.115 -0.570 -6.037 0.068
H -2.536 0.329 -5.508 0.067


[3]
15
Properties=species:S:1:pos:R:3:lowdin_charge:R:1 method="wB97M-V/def2-TZVPD" lumo_energy_ev=0.953 homo_ev=-9.83 fmax_ev_per_a=0.64 smiles="CCCC(N)=O" gap_ha=0.3961
C -0.667 -1.920 0.975 -0.111
C -0.144 -0.889 -0.011 -0.267
C -0.405 0.603 0.263 -0.112
C 0.852 1.232 -0.341 -0.556
N 0.694 2.142 -1.332 0.162
O 1.963 0.805 -0.063 0.024
H -0.335 -2.915 0.649 0.072
H -1.758 -1.935 1.070 0.069
H -0.225 -1.731 1.962 0.076
H 0.937 -0.916 0.038 0.086
H -0.451 -1.117 -1.039 0.117
H -1.338 1.006 -0.163 0.109
H -0.429 0.770 1.346 0.120
H 1.530 2.361 -1.854 0.112
H -0.185 2.585 -1.536 0.099


[4]
15
Properties=species:S:1:pos:R:3:lowdin_charge:R:1 method="wB97M-V/def2-TZVPD" lumo_energy_ev=-0.707 homo_ev=-8.53 fmax_ev_per_a=5.87 gap_ha=0.2873
C -0.840 0.784 -1.309 -0.016
N -0.012 1.670 -0.781 -0.025
C -0.506 1.535 0.590 -0.299
C -1.046 0.197 1.225 -0.093
C 0.138 -0.642 1.392 -0.405
O 0.022 -1.858 1.631 -0.021
H -1.777 0.936 -1.867 0.097
H -0.571 -0.274 -1.152 0.091
H 3.395 -2.858 -2.757 -0.001
H 3.673 -3.040 -3.418 0.001
H 0.250 1.923 1.292 0.112
H -1.394 2.197 0.721 0.112
H -1.940 -0.376 1.018 0.134
H -0.506 0.003 2.289 0.165
H 1.113 -0.196 1.127 0.149


[5]
15
Properties=species:S:1:pos:R:3:lowdin_charge:R:1 method="wB97M-V/def2-TZVPD" lumo_energy_ev=0.744 homo_ev=-7.96 fmax_ev_per_a=8.03 smiles=CN[C@@H]1C[C@@H]1O gap_ha=0.3199
C -2.197 -0.142 -0.277 -0.120
N -0.983 -0.691 0.337 -0.177
C 0.005 0.210 0.767 -0.315
C 0.343 1.271 -0.372 -0.064
C 1.410 0.317 0.139 -0.398
O 1.570 -0.933 -0.301 -0.089
H -3.215 -0.632 -0.483 0.085
H -1.604 0.273 -1.207 0.052
H -2.267 0.915 0.496 0.155
H -0.566 -1.572 -0.042 0.128
H 0.082 0.445 1.891 0.149
H -0.199 0.954 -1.402 0.112
H 0.223 2.422 -0.426 0.116
H 2.240 0.626 0.855 0.157
H 2.255 -1.066 -1.168 0.208


[6]
15
Properties=species:S:1:pos:R:3:lowdin_charge:R:1 method="wB97M-V/def2-TZVPD" lumo_energy_ev=-1.518 homo_ev=-8.29 fmax_ev_per_a=4.30 gap_ha=0.2489
C -1.838 0.779 0.450 0.081
C -0.850 0.560 -0.525 -0.573
N 0.058 -0.553 -0.278 -0.142
C 0.994 -0.761 -1.392 -0.074
C 0.675 -0.466 1.032 -0.092
O -0.656 1.207 -1.577 -0.006
H 0.036 1.269 1.760 0.254
H -2.132 -0.041 1.139 0.073
H -2.531 1.563 0.271 0.047
H 1.791 0.030 -1.432 0.106
H 1.435 -1.759 -1.263 0.088
H 0.427 -0.695 -2.315 0.085
H 1.782 -0.285 0.939 0.117
H 0.533 -1.300 1.675 0.094
H 0.277 0.453 1.517 -0.059


[7]
15
Properties=species:S:1:pos:R:3:lowdin_charge:R:1 method="wB97M-V/def2-TZVPD" lumo_energy_ev=1.002 homo_ev=-9.68 fmax_ev_per_a=0.43 smiles="C/N=C(/C)OC" gap_ha=0.3925
C 1.400 -0.867 1.221 -0.120
N 1.163 0.412 0.573 0.051
C 0.338 0.504 -0.378 -0.455
C 0.088 1.775 -1.152 -0.010
O -0.426 -0.548 -0.857 -0.127
C -1.536 -0.918 -0.047 -0.086
H 0.935 -1.722 0.709 0.073
H 2.483 -1.023 1.271 0.075
H 1.061 -0.820 2.265 0.080
H 0.189 1.564 -2.224 0.084
H -0.950 2.103 -1.012 0.082
H 0.748 2.600 -0.863 0.081
H -1.539 -2.003 0.116 0.089
H -2.471 -0.638 -0.549 0.088
H -1.485 -0.418 0.927 0.095


[8]
15
Properties=species:S:1:pos:R:3:lowdin_charge:R:1 method="wB97M-V/def2-TZVPD" lumo_energy_ev=0.884 homo_ev=-9.62 fmax_ev_per_a=0.77 smiles="CCC(=O)NC" gap_ha=0.3861
C 2.232 -0.037 0.393 -0.097
C 0.904 0.285 -0.271 -0.188
C -0.131 -0.817 -0.278 -0.493
O -0.027 -1.855 0.333 0.102
N -1.364 -0.410 -0.867 -0.035
C -2.218 0.160 0.178 -0.107
H 2.883 -0.624 -0.261 0.078
H 2.755 0.894 0.643 0.073
H 2.070 -0.618 1.307 0.078
H 0.380 1.084 0.307 0.116
H 1.025 0.683 -1.285 0.117
H -1.200 0.310 -1.566 0.105
H -3.098 0.625 -0.279 0.082
H -2.535 -0.623 0.871 0.085
H -1.675 0.942 0.775 0.084


[9]
15
Properties=species:S:1:pos:R:3:lowdin_charge:R:1 method="wB97M-V/def2-TZVPD" lumo_energy_ev=-1.936 homo_ev=-8.14 fmax_ev_per_a=2.73 gap_ha=0.2280
C 0.725 0.825 -0.995 -0.069
N 0.607 -0.227 0.035 -0.271
C 1.430 0.015 1.183 -0.080
C -0.536 -1.000 -0.077 0.070
C -2.046 -0.559 0.042 -0.478
O -2.746 -0.383 1.053 -0.122
H -0.029 0.723 -1.774 0.071
H 1.733 0.818 -1.424 0.088
H 0.507 1.761 -0.462 0.101
H 2.069 0.898 1.128 0.084
H 0.861 0.111 2.128 0.100
H 2.144 -0.805 1.356 0.085
H -0.346 -1.817 -0.771 0.109
H -1.858 0.710 -0.578 0.221
H -2.516 -1.070 -0.844 0.091


[10]
15
Properties=species:S:1:pos:R:3:lowdin_charge:R:1 method="wB97M-V/def2-TZVPD" lumo_energy_ev="-5.306 / -6.992" spin_multiplicity=2 homo_ev="-14.99 / -15.10" fmax_ev_per_a=1.92 charge=+1 gap_ha="0.3558 / 0.2979"
N 0.646 -0.709 -0.811 0.219
C -0.514 -0.088 -0.717 -0.300
C -1.688 -0.853 -0.953 0.208
C -1.624 1.718 0.450 0.141
C -0.509 1.221 -0.080 -0.076
H 0.662 -1.394 -1.560 0.154
H 1.565 -0.325 -0.617 0.135
H -2.503 -0.437 -1.519 0.102
H -1.780 -1.900 -0.730 0.101
H -1.606 2.639 1.006 0.094
H -2.562 1.185 0.432 0.089
H 0.404 1.776 -0.239 0.127
H 2.886 -1.718 1.912 0.055
H 1.875 -0.760 1.334 -0.006
O 2.788 -0.799 1.634 -0.043


[11]
15
Properties=species:S:1:pos:R:3:lowdin_charge:R:1 method="wB97M-V/def2-TZVPD" lumo_energy_ev="-4.600 / -6.756" spin_multiplicity=2 homo_ev="-14.59 / -15.05" fmax_ev_per_a=0.97 charge=+1 gap_ha="0.3673 / 0.3047"
N -1.155 0.802 0.516 0.232
C 0.034 0.281 0.674 -0.323
C 0.239 -0.621 1.744 0.224
C 2.299 0.188 -0.230 0.131
C 1.028 0.578 -0.346 -0.087
H -1.963 0.444 1.014 0.154
H -1.388 1.211 -0.382 0.135
H 1.187 -0.829 2.207 0.089
H -0.620 -1.077 2.214 0.096
H 2.994 0.421 -1.020 0.092
H 2.618 -0.320 0.666 0.076
H 0.747 1.216 -1.168 0.122
H -1.173 -1.603 -1.503 0.048
H -2.066 -1.097 -2.610 0.062
O -1.694 -0.833 -1.760 -0.050


[12]
26
Properties=species:S:1:pos:R:3:lowdin_charge:R:1 method="wB97M-V/def2-TZVPD" lumo_energy_ev=2.050 homo_ev=-4.38 fmax_ev_per_a=7.36 charge=-1 gap_ha=0.2363
Tl -1.405 0.005 -0.713 1.156
N -0.946 -2.942 0.179 -0.600
O -1.556 -1.903 0.087 -0.125
O -0.461 -3.445 -0.866 0.020
O -0.807 -3.423 1.279 0.000
O -1.909 2.056 -0.054 -0.410
H -2.495 2.739 0.327 -0.022
O 0.482 -1.070 -1.046 -0.340
H 0.938 -1.450 -0.270 -0.050
O -0.531 1.318 -4.016 0.100
C -0.201 0.073 -3.623 -0.866
O 0.550 -0.645 -4.199 0.100
O -0.791 -0.296 -2.614 -0.113
H 0.075 1.291 -4.760 0.096
C 1.548 -1.597 2.028 -0.017
O 1.626 -0.174 2.298 0.026
C 0.757 0.664 1.685 -0.491
O -0.111 0.291 0.855 -0.039
O 0.950 1.877 2.091 0.051
C 0.109 2.948 1.494 0.004
H 0.528 -1.938 1.854 0.063
H 1.872 -2.164 2.901 0.096
H 2.164 -1.915 1.187 0.103
H 0.231 3.994 1.778 0.088
H -0.934 2.700 1.690 0.073
H 0.317 3.004 0.426 0.096


[13]
16
Properties=species:S:1:pos:R:3:lowdin_charge:R:1 method="wB97M-V/def2-TZVPD" lumo_energy_ev="4.040 / 3.981" spin_multiplicity=2 homo_ev="1.36 / -4.43" fmax_ev_per_a=7.59 charge=-1 gap_ha="0.0985 / 0.3090"
C -1.454 1.330 0.272 -0.110
C -0.556 0.074 0.033 -0.445
C 0.928 0.424 0.167 -0.161
C 1.990 -0.661 0.132 -0.675
O 1.705 -1.625 1.042 -0.002
O 2.939 -0.699 -0.626 -0.111
N -1.124 -0.499 -1.263 -0.006
H -1.194 2.131 -0.415 0.064
H -2.475 1.001 0.202 0.051
H -1.248 1.591 1.271 0.027
H -0.833 -0.582 0.795 0.087
H 0.905 0.915 1.127 0.055
H 1.103 1.248 -0.632 0.134
H 1.614 -2.353 0.584 -0.022
H -0.442 -1.138 -1.751 0.067
H -1.858 -1.157 -0.936 0.049


[14]
16
Properties=species:S:1:pos:R:3:lowdin_charge:R:1 method="wB97M-V/def2-TZVPD" lumo_energy_ev=0.743 homo_ev=-9.90 fmax_ev_per_a=0.41 smiles="C[C@@H](CO)NC=O" gap_ha=0.3909
C -1.151 1.441 -0.248 -0.061
C -0.256 0.317 0.263 -0.345
C -0.951 -1.050 0.149 -0.245
O -0.458 -2.016 1.035 -0.063
N 1.007 0.379 -0.482 0.057
C 2.113 -0.322 -0.160 -0.328
O 2.172 -1.192 0.698 0.012
H -0.641 2.409 -0.195 0.081
H -2.060 1.507 0.354 0.084
H -1.447 1.261 -1.289 0.087
H -0.026 0.474 1.325 0.156
H -2.011 -0.917 0.397 0.121
H -0.899 -1.375 -0.906 0.129
H 0.515 -1.951 1.025 0.048
H 1.094 1.073 -1.210 0.132
H 2.999 -0.040 -0.756 0.135


[15]
16
Properties=species:S:1:pos:R:3:lowdin_charge:R:1 method="wB97M-V/def2-TZVPD" lumo_energy_ev=0.794 homo_ev=-9.89 fmax_ev_per_a=0.39 smiles="C[C@@H](O)CC(N)=O" gap_ha=0.3926
C -1.300 -0.078 -1.348 -0.037
C -0.604 0.675 -0.219 -0.454
O -1.530 1.364 0.606 -0.040
C 0.162 -0.276 0.703 -0.078
C 1.275 -0.975 -0.058 -0.551
N 2.358 -0.190 -0.337 0.161
O 1.188 -2.121 -0.464 0.046
H -2.150 -0.633 -0.938 0.093
H -0.625 -0.798 -1.821 0.080
H -1.665 0.611 -2.117 0.081
H 0.115 1.392 -0.650 0.136
H -2.120 1.866 0.030 0.093
H 0.555 0.293 1.553 0.126
H -0.521 -1.041 1.084 0.133
H 3.126 -0.608 -0.838 0.109
H 2.489 0.715 0.085 0.102


[16]
16
Properties=species:S:1:pos:R:3:lowdin_charge:R:1 method="wB97M-V/def2-TZVPD" lumo_energy_ev=0.622 homo_ev=-9.47 fmax_ev_per_a=2.44 smiles="C[C@H](O)[C@@H](N)C=O" gap_ha=0.3708
C 1.856 0.438 0.117 -0.051
C 0.617 -0.337 0.593 -0.417
O 0.653 -1.694 0.185 -0.042
C -0.673 0.373 0.058 -0.315
N -0.710 0.178 -1.400 0.065
C -1.880 -0.112 0.847 -0.224
O -2.870 0.522 1.041 0.083
H 2.744 -0.036 0.554 0.080
H 1.891 1.474 0.428 0.075
H 1.958 0.284 -0.956 0.076
H 0.620 -0.377 1.689 0.145
H 0.397 -1.636 -0.749 0.079
H -0.459 1.440 0.179 0.142
H -0.863 1.085 -1.797 0.078
H -1.486 -0.384 -1.743 0.089
H -1.795 -1.219 0.956 0.137